C3H2FeLiO3 as an isolated structure in a non-equilibrium geometry. Source: OMol25; level of theory: wB97M-V/def2-TZVPD.

Geometry as XYZ:
```
10
Properties=species:S:1:pos:R:3:mulliken_spin:R:1
C 1.865 -1.072 0.044 0.244
H 2.494 -1.882 0.416 0.027
Fe 0.413 0.841 -0.532 3.478
H 1.281 -2.422 -1.626 0.026
O 1.782 0.052 0.543 0.192
C 1.135 -1.399 -1.278 0.269
C -1.609 1.389 0.351 0.413
Li -0.105 2.830 1.052 0.016
O 0.478 -0.532 -1.859 0.167
O -2.092 0.597 1.078 0.167
```

The spin multiplicity is 6. The highest occupied orbital energy (spin up / spin down) is -0.209 / -0.238 Eh. The relative energy (zero: lowest compared OMol25 entry of this formula, charge and spin) is 0.0 kcal per mole.